(1)
# C45H82BrNO13P2

A cluster of 7 separate species, C45H82BrNO13P2 in total (wB97M-V/def2-TZVPD, the Open Molecules 2025 dataset).

```
! RIJCOSX wB97M-V def2-TZVPD def2/J DEFGRID3
* xyz 0 1
C -3.662 1.631 -3.350
C -3.671 1.133 -1.865
C -2.302 1.436 -1.214
O -1.650 0.290 -0.635
C -0.649 -0.215 -1.406
C 0.547 0.483 -1.672
C 0.848 1.866 -1.045
C 1.661 1.559 0.249
C 0.955 1.194 1.384
C 1.619 0.843 2.573
C 3.028 0.831 2.614
C 3.728 1.228 1.482
C 3.048 1.587 0.325
C 1.531 -0.074 -2.516
P 3.073 0.958 -2.862
N 3.090 1.489 -4.507
O 4.350 -0.107 -2.608
C 1.336 -1.378 -3.059
C 2.415 -2.018 -3.940
P 3.456 -3.169 -2.879
O 4.884 -2.927 -3.130
O 3.144 -4.697 -3.318
O 3.149 -2.996 -1.314
C 0.175 -2.081 -2.750
C -0.819 -1.488 -1.939
C -2.076 -2.292 -1.630
O -3.066 -1.812 -1.111
C -2.122 -3.779 -1.929
Br -3.507 -4.891 -1.244
C -1.167 -4.316 -2.674
C -0.061 -3.487 -3.262
O 0.622 -4.025 -4.117
H -2.670 1.488 -3.804
H -3.965 2.683 -3.419
H -4.380 1.037 -3.933
H -4.488 1.654 -1.346
H -3.936 0.073 -1.889
H -2.470 2.200 -0.437
H -1.658 1.922 -1.961
H -0.045 2.405 -0.712
H 1.386 2.535 -1.719
H -0.136 1.155 1.356
H 1.079 0.541 3.470
H 3.580 0.522 3.500
H 4.816 1.200 1.532
H 3.655 1.873 -0.529
H 2.176 1.440 -4.947
H 3.808 1.040 -5.073
H 4.661 0.148 -1.727
H 3.126 -1.303 -4.362
H 1.990 -2.573 -4.782
H 2.915 -4.659 -4.256
H 3.142 -2.055 -1.082
H -1.184 -5.389 -2.871
C 0.257 -5.941 3.670
C 0.191 -4.448 3.402
O 1.376 -3.912 2.839
C 1.772 -4.446 1.587
C 0.745 -4.251 0.486
H 1.104 -6.177 4.316
H -0.658 -6.281 4.157
H 0.377 -6.515 2.749
H 0.042 -3.924 4.347
H -0.672 -4.204 2.772
H 2.036 -5.504 1.690
H 2.688 -3.924 1.311
H -0.187 -4.781 0.701
H 1.130 -4.627 -0.462
H 0.500 -3.191 0.374
C -0.208 -9.961 7.096
C -0.071 -8.458 6.918
O -1.206 -7.846 6.332
C -2.426 -7.974 7.038
C -2.394 -7.373 8.433
H -0.427 -10.440 6.140
H 0.717 -10.380 7.494
H -1.013 -10.218 7.785
H 0.763 -8.254 6.246
H 0.172 -7.974 7.870
H -2.738 -9.024 7.073
H -3.175 -7.449 6.444
H -1.680 -7.885 9.079
H -3.377 -7.449 8.900
H -2.103 -6.322 8.390
C 1.868 4.413 5.517
C 2.414 4.867 4.173
O 1.456 4.902 3.152
C 0.354 5.766 3.346
C 0.736 7.234 3.494
H 1.391 3.436 5.424
H 2.675 4.341 6.249
H 1.124 5.107 5.911
H 3.175 4.157 3.841
H 2.911 5.841 4.265
H -0.248 5.433 4.199
H -0.273 5.654 2.461
H 1.341 7.409 4.386
H -0.161 7.849 3.574
H 1.318 7.567 2.633
C -8.730 4.552 0.537
C -7.876 3.932 -0.556
O -7.104 2.827 -0.121
C -7.821 1.718 0.391
C -8.780 1.093 -0.608
H -8.108 4.853 1.382
H -9.252 5.431 0.156
H -9.481 3.855 0.912
H -7.164 4.676 -0.916
H -8.492 3.649 -1.417
H -8.344 1.995 1.312
H -7.072 0.977 0.672
H -9.571 1.786 -0.901
H -9.255 0.211 -0.177
H -8.250 0.800 -1.516
C 6.319 -0.239 -5.483
C 5.587 -1.259 -6.322
O 5.740 -1.093 -7.722
C 7.062 -1.182 -8.219
C 7.729 -2.521 -7.952
H 6.001 0.771 -5.759
H 6.100 -0.406 -4.428
H 7.402 -0.279 -5.613
H 4.519 -1.165 -6.112
H 5.875 -2.275 -6.035
H 7.672 -0.359 -7.829
H 6.991 -1.031 -9.297
H 7.852 -2.708 -6.884
H 8.719 -2.549 -8.410
H 7.128 -3.336 -8.360
C -1.756 5.831 -1.151
C -2.246 6.806 -0.098
O -1.179 7.476 0.530
C -0.336 8.269 -0.284
C -1.057 9.408 -0.985
H -1.048 5.124 -0.714
H -2.600 5.274 -1.565
H -1.254 6.335 -1.978
H -2.765 6.256 0.689
H -2.977 7.511 -0.511
H 0.198 7.642 -1.006
H 0.420 8.687 0.382
H -1.808 9.042 -1.688
H -0.347 10.017 -1.546
H -1.570 10.041 -0.259
*
```

SMILES: CCCOc1c(Cc2ccccc2)c(P(N)O)c(CP(=O)(O)O)c2c1C(=O)C(Br)=CC2=O.CCOCC.CCOCC.CCOCC.CCOCC.CCOCC.CCOCC
LUMO energy (eV): -1.44
HOMO level (hartree): -0.300


(2)
# C9H14O2

The molecule C9H14O2 (wB97M-V/def2-TZVPD, the Open Molecules 2025 dataset).

```
! RIJCOSX wB97M-V def2-TZVPD def2/J DEFGRID3
* xyz 0 1
C 2.114 1.215 -0.062
C 1.222 -0.023 0.142
O 2.065 -1.207 -0.073
C 0.691 -0.045 1.529
C -0.567 0.154 1.745
C -1.610 0.077 0.685
C -1.653 -1.421 0.236
C -0.579 -1.497 -0.956
C 0.114 -0.081 -0.899
C -1.172 0.816 -0.569
O -1.123 2.255 -0.388
H 2.678 1.172 -1.042
H 1.517 2.134 0.060
H 2.763 1.243 0.834
H 2.415 -0.998 -0.935
H 1.461 0.084 2.387
H -0.827 0.207 2.821
H -2.595 0.419 0.956
H -1.418 -2.093 1.078
H -2.687 -1.682 -0.176
H -1.121 -1.624 -1.930
H 0.181 -2.386 -0.916
H 0.543 0.222 -1.908
H -1.870 0.528 -1.449
H -0.544 2.530 -1.173
*
```

SMILES: C[C@@]1(O)C=C[C@@H]2CC[C@H]1[C@@H]2O
LUMO energy (eV): 0.73
HOMO level (hartree): -0.350


(3)
# C25H32N4O5S

The molecule C25H32N4O5S (wB97M-V/def2-TZVPD, the Open Molecules 2025 dataset).

```
! RIJCOSX wB97M-V def2-TZVPD def2/J DEFGRID3
* xyz 0 1
O 4.157 1.783 1.830
C 3.094 1.214 1.674
N 2.704 0.169 2.445
C 3.443 -0.246 3.611
C 2.617 -0.014 4.882
C 3.363 -0.431 6.159
C 2.295 -1.178 6.957
C 1.449 -1.774 5.836
O 1.417 -0.787 4.824
C 2.127 1.592 0.600
C 2.143 2.919 0.151
C 1.283 3.330 -0.839
C 0.391 2.421 -1.411
C -0.515 2.830 -2.476
O -0.581 3.944 -2.954
N -1.357 1.813 -2.942
C -2.240 2.148 -4.037
C -1.502 2.004 -5.379
C -2.436 2.278 -6.573
C -2.196 1.080 -7.493
C -1.774 0.007 -6.492
O -0.990 0.690 -5.534
C -1.282 0.552 -2.442
S -2.395 -0.651 -3.051
C -2.092 -1.910 -1.788
C -2.370 -1.303 -0.415
O -3.126 -0.364 -0.263
N -1.755 -1.902 0.616
C -0.851 -3.032 0.581
C -0.774 -3.479 2.041
C -0.946 -2.174 2.816
C -1.947 -1.396 1.968
N -0.468 0.165 -1.523
C 0.382 1.083 -0.980
C 1.259 0.679 0.032
H 1.749 -0.151 2.402
H 4.364 0.340 3.640
H 3.688 -1.311 3.526
H 2.314 1.040 4.916
H 3.766 0.427 6.691
H 4.185 -1.101 5.904
H 2.708 -1.937 7.618
H 1.697 -0.479 7.542
H 0.418 -1.985 6.126
H 1.908 -2.697 5.452
H 2.848 3.602 0.600
H 1.276 4.348 -1.198
H -3.109 1.487 -4.003
H -2.547 3.189 -3.908
H -0.640 2.681 -5.365
H -2.208 3.227 -7.051
H -3.472 2.298 -6.235
H -3.079 0.798 -8.061
H -1.377 1.287 -8.182
H -1.153 -0.779 -6.922
H -2.651 -0.448 -6.010
H -2.791 -2.721 -1.996
H -1.064 -2.252 -1.890
H -1.231 -3.823 -0.070
H 0.135 -2.720 0.213
H 0.162 -3.985 2.267
H -1.599 -4.156 2.263
H -1.311 -2.337 3.827
H 0.001 -1.640 2.887
H -1.785 -0.316 1.984
H -2.979 -1.584 2.281
H 1.248 -0.360 0.322
*
```

SMILES: O=C(NC[C@@H]1CCCO1)c1ccc2c(=O)n(C[C@@H]3CCCO3)c(SCC(=O)N3CCCC3)nc2c1
LUMO energy (eV): 0.31
HOMO level (hartree): -0.302


(4)
# C3H4N3

The ion C3H4N3 with charge +1 (wB97M-V/def2-TZVPD, the Open Molecules 2025 dataset).

```
! RIJCOSX wB97M-V def2-TZVPD def2/J DEFGRID3
* xyz 1 1
C -0.759 1.034 0.581
C 0.134 0.108 0.066
N 0.925 -0.988 1.209
N 1.117 -1.765 0.337
N 1.107 -1.612 -0.923
C 0.361 -0.556 -1.118
H -0.435 1.861 1.283
H -1.541 0.433 0.920
H -1.181 1.589 -0.290
H 0.272 -0.103 -2.065
*
```

SMILES: CC1=NN=[N+]=C1
LUMO energy (spin up / spin down) (eV): -8.74 / -8.95
HOMO level (spin up / spin down) (hartree): -0.596 / -0.607


Record-wise ΔE to the lowest compared entry with this formula, charge and spin values, in kJ/mol: 0.0; 206.2; 31.3; 429.4
Record-wise strongest force on any atom values, in hartree/bohr: 0.0537; 0.0691; 0.0165; 0.0731
Record-wise E_tot values, in Eh: -6053.40110; -501.75757; -1965.33656; -280.46553